1.
Below is a molecular structure, C28H44BrN3P2Pd in a non-equilibrium geometry, with properties calculated with the ωB97M-V functional and the def2-TZVPD basis.

Geometry as XYZ:
```
79
Properties=species:S:1:pos:R:3:mulliken_charge:R:1
H -1.7145 -3.2567 -2.8243 0.53
H 3.4701 -5.4502 1.6582 0.34
H -0.4998 -0.6865 3.9872 0.31
H -1.2662 0.7885 -4.0924 0.50
C 2.4193 -3.4511 0.2807 0.37
C 1.1905 3.1962 -1.6496 -0.40
C -5.1671 -0.5514 -1.2340 0.43
H -6.2606 1.8804 0.8429 0.44
H -2.2512 0.5044 2.7362 0.17
C 2.7642 -5.7192 0.8620 -0.87
P 2.1305 2.4483 -0.2681 1.17
H 0.1438 4.9247 -2.3404 0.44
C 3.8848 2.8799 -0.4608 -0.33
H 5.3418 4.1017 -1.4494 0.43
C 1.5142 3.2433 1.2751 -0.27
C 0.7817 -1.0868 -2.2335 -0.32
C -5.4932 0.7507 -0.8190 -0.40
C -6.3461 -1.4038 0.6685 -0.35
H -6.6712 -2.2478 1.2765 0.38
H 1.9080 0.3779 2.3526 0.58
H 0.4484 3.4614 1.1137 0.38
H -1.6806 -1.7341 0.1599 0.09
C 1.0836 -0.3382 2.5135 -0.79
Pd 1.9855 -0.6676 -0.6656 -0.81
N 2.1786 -2.3431 0.6587 -0.72
C -6.1154 0.8858 0.4225 -0.40
H 1.6723 5.3215 -1.5725 0.25
H -3.0163 -0.1421 1.2465 0.16
H 1.7810 -5.9100 1.3172 0.33
H 1.5650 2.4581 2.0494 0.14
H -2.0993 -1.7710 2.6575 0.31
C 0.1863 -2.3559 -2.2694 0.64
C 2.6716 -4.9896 -1.5543 -0.75
Br 4.4205 -0.4207 -0.4255 -0.47
P 0.1872 -0.4419 0.9050 1.84
C 4.2476 4.0531 -1.3634 -1.33
C -2.9652 -0.8264 -2.6094 -0.50
C -1.1124 0.8927 0.8817 0.28
H -0.6248 1.8177 1.2235 -0.22
H 0.6734 -3.2299 -1.8283 -0.10
H -1.3553 1.0369 -0.1851 0.33
H 3.0493 -6.0065 -1.6457 0.36
C -2.4170 0.6814 1.6626 -1.29
H 4.2961 3.0261 0.5507 0.41
C -1.3832 -2.4619 2.1968 -1.58
H 3.9122 5.0156 -0.9550 0.25
H 1.6496 -4.9480 -1.9520 0.39
C -1.6469 -1.0923 -3.0678 -0.14
C 2.2241 4.4952 1.7630 -1.48
H 3.1043 -6.6133 0.3408 0.29
H -5.6111 -2.6775 -0.9244 0.46
C 0.4677 -0.0204 -3.0550 -0.10
C -4.1065 -0.7462 -2.1489 1.14
N -6.5150 -0.1667 1.1342 -0.53
C -1.1025 -2.3558 -2.7814 -0.71
H -1.9122 -3.4076 2.0216 0.47
H 2.1939 5.3073 1.0281 0.28
N 2.6954 -4.6401 -0.1244 0.01
H 3.8449 3.9387 -2.3769 0.30
H -0.5698 -2.6659 2.9041 0.35
H -5.1764 1.6230 -1.3847 0.46
H 1.7029 4.8522 2.6607 0.45
C 0.8056 4.6599 -1.5123 -1.36
H 0.2917 2.5706 -1.7754 0.13
H 1.5746 -1.3175 2.6205 0.41
C -0.8600 -1.9532 0.8601 0.24
C -5.7378 -1.6553 -0.5665 -0.38
C -0.8400 -0.0213 -3.5188 -0.96
H 1.8019 3.0400 -2.5513 0.51
H 3.3027 -4.2936 -2.1172 0.28
H 0.9998 -0.0079 4.6220 0.47
H 0.2657 4.8728 -0.5879 0.30
H 4.3712 1.9582 -0.8447 0.05
C 0.3042 0.0259 3.7725 -1.41
H 3.2635 4.3007 2.0440 0.31
H 1.1506 0.7902 -3.2271 0.86
H -0.2579 -2.7340 0.3805 0.18
H -3.0343 1.5885 1.5768 0.50
H -0.1122 1.0398 3.7342 0.26
```

**Multiplicity**: 3
**Energy above the lowest of the compared OMol25 structures with the same formula, charge and spin**: 207.5 kJ/mol
**Net charge**: +2
**⟨S²⟩**: 2.097
**M**: 670.95 g mol⁻¹

=====

2.
Below is a molecular structure, C30H39ClCoI2N7O5PS, with properties calculated with the ωB97M-V functional and the def2-TZVPD basis.

Geometry as XYZ:
```
87
Properties=species:S:1:pos:R:3:mulliken_charge:R:1
H 0.9105 4.6364 1.1654 0.37
C -2.3561 -4.7578 -4.4466 0.45
H 3.7547 4.2814 5.7343 0.21
H 0.3789 6.1892 -4.1909 0.31
H 1.4448 6.1786 -1.9926 0.48
I 2.3070 1.0385 -0.7809 0.18
O -2.2809 2.6319 2.5893 -0.75
H -0.2640 2.2336 4.4900 0.51
H -0.7605 7.1289 -3.2203 0.39
H -3.4839 0.6684 -2.3679 -0.36
N -0.8454 0.0845 3.3512 -0.31
H -1.5965 4.8890 -4.5806 0.28
C -0.5947 0.1716 2.0436 0.40
C -0.3083 0.8902 -6.1814 -0.78
N -3.0066 2.7447 -2.4079 0.10
H 0.6767 1.8096 -4.4990 0.26
H -2.3586 4.0019 -0.8111 0.33
C -1.3378 5.0457 -3.5313 -0.43
C 1.0885 4.2943 2.1753 -0.37
H -3.6639 -2.1363 -2.7703 0.44
C -0.2963 6.1502 -3.3330 -0.73
C 1.5122 3.4055 4.7667 -0.92
H 4.2345 5.2082 4.4091 0.21
C -0.8559 -1.1425 3.8526 -0.28
S -1.1079 2.7385 1.7719 1.25
H -5.7556 2.3954 -1.4305 0.33
C -0.3245 -2.0996 1.7714 -0.09
H 4.0249 -0.5961 0.4347 0.58
C -0.6894 -3.7052 -3.0990 -0.08
H -2.2589 5.2778 -2.9936 0.17
H -0.0930 -2.9213 1.1020 0.49
H 0.6613 0.6928 -6.6374 0.40
H -1.3328 -1.0513 -6.0573 0.42
H -0.1056 5.8623 -1.1879 0.17
C 0.4277 2.9376 4.0500 -0.39
H 2.3293 -1.1241 0.7027 0.10
C -3.9655 2.6293 -0.2484 0.20
C -3.2780 3.5804 -1.2140 -0.72
H -5.1646 0.8635 -0.7682 0.44
C 2.1717 4.7635 2.8946 -0.83
H -4.5739 1.6592 -3.3571 0.31
H -1.8795 -0.1765 -3.5015 -1.08
C 3.0209 -0.2915 0.6975 -0.72
O -2.0973 -1.0139 -1.1230 -0.65
C 0.4764 5.6896 -2.0957 -0.67
H -1.0538 -1.2130 4.9171 0.45
N -0.6888 3.8562 -2.9556 0.56
C -0.8697 -0.3034 -5.4148 -0.74
C -0.6319 -2.2931 3.1025 -0.91
N -0.5961 1.2797 1.2661 -0.08
C 0.2163 3.3753 2.7467 -0.61
H -0.2000 2.9720 -5.5069 0.22
O -1.1642 3.5469 0.5805 -0.65
C -3.9913 1.6264 -2.4349 0.22
C -1.6299 -2.7816 -2.6614 0.29
P -1.4388 2.4201 -2.7825 -1.31
C -4.8584 1.8219 -1.1864 -0.89
N -0.2659 -0.8830 1.2571 0.39
C -2.9374 -2.8550 -3.1262 -0.14
H -0.0761 -0.7906 -4.8441 0.16
H -3.9528 4.3934 -1.5002 0.24
O -0.6603 1.5741 -1.8204 1.19
H -3.2204 1.9855 0.2247 -0.53
H -1.0033 1.2022 -6.9641 0.34
C -1.0494 -4.7046 -3.9887 -0.83
H -0.3274 -5.4316 -4.3335 0.42
C 2.4044 4.3176 4.1964 1.26
H 1.6771 3.0630 5.7820 0.27
C -1.8831 0.3330 -4.4612 0.97
H 0.7444 3.6154 -1.4260 -0.65
Co -0.3637 0.1970 -0.4383 -0.76
H 1.4243 3.9830 -3.0296 0.35
I 3.0235 0.5571 2.6368 0.07
H -4.3176 -3.9004 -4.4062 0.43
O 0.0080 -1.4397 -1.5680 -0.82
N 3.4708 4.8126 4.9294 -0.55
H -2.8965 0.2872 -4.8648 0.23
H 2.8470 5.4842 2.4486 0.30
N -1.4597 1.7484 -4.3156 0.15
C -1.2315 -1.6907 -1.7215 1.20
Cl -2.8142 -6.0047 -5.5699 -0.22
C 0.6012 4.1923 -2.3338 0.42
H -0.6746 -3.2798 3.5358 0.40
H -4.5159 3.1489 0.5349 0.52
H 0.3294 -3.6274 -2.7440 0.47
C -0.2274 1.9596 -5.1046 -0.53
C -3.3064 -3.8393 -4.0290 -0.94
```

**Multiplicity**: 2
**Energy above the lowest of the compared OMol25 structures with the same formula, charge and spin**: 0.0 kJ/mol
**Net charge**: 0
**⟨S²⟩**: 0.944
**M**: 988.92 g mol⁻¹

=====

3.
Below is 3 unconnected molecules or ions with the total composition C15H26ClF3NO9P in a non-equilibrium geometry, with properties calculated with the ωB97M-V functional and the def2-TZVPD basis.

Geometry as XYZ:
```
56
Properties=species:S:1:pos:R:3:nbo_charge:R:1
O -1.8082 -7.5295 5.1271 -0.55
H 4.0960 -1.5363 2.7788 0.22
C 0.9011 -0.5367 -0.4134 0.06
H 3.7515 2.0002 -1.2595 0.48
H -1.2585 -0.8014 -0.5554 0.16
C -1.4890 -6.4422 4.7907 0.97
H 1.0517 -0.1654 -3.7128 0.18
C 2.1348 -0.1677 -3.6132 -0.09
C -0.9744 1.0564 0.4269 -0.66
C 3.4820 -0.7036 2.4647 -0.61
H 4.1316 0.1569 2.4428 0.21
H 2.4948 -1.0034 -4.2024 0.19
F -6.0609 3.5846 -3.2751 -0.32
C -5.4338 2.8496 -2.3269 0.45
H -1.9456 1.4274 0.1528 0.24
H -6.8759 3.6141 -0.9079 0.21
C -0.3515 -4.7484 3.8224 -0.13
H -0.2734 1.8839 0.4452 0.21
O -0.3004 -6.1237 4.2155 -0.48
Cl 0.4280 -1.5660 2.0288 -0.09
H 2.7135 -0.5757 3.2157 0.21
H 1.4159 0.5339 1.3999 0.22
P 3.4761 3.3089 -3.0133 1.19
O 1.7467 0.2432 -1.2209 -0.55
H 2.8447 -2.0423 0.9108 0.21
C 2.1266 2.1978 -3.6715 -0.42
N 2.6086 4.3109 -1.9022 -1.15
H 2.4135 5.1781 -2.3882 0.38
O 2.7161 0.9940 -4.1518 -0.54
F -0.6455 0.5957 -1.8363 -0.37
C -6.2529 2.7325 -1.0624 -0.13
O -4.2830 3.5448 -1.8804 -0.49
H -5.1305 1.8957 -2.7609 0.16
H 1.3181 2.0195 -2.9665 0.20
H 2.5975 -1.5108 -2.0188 0.18
C -1.4195 -4.1998 4.7383 0.45
H 0.8713 -1.5855 -0.6984 0.18
H 0.6155 -4.2704 3.9552 0.21
H 3.4650 -0.4965 0.3411 0.22
F -2.1295 -3.2043 4.1547 -0.32
O -2.2600 -5.3226 4.9326 -0.49
H -6.8735 1.8412 -1.0315 0.21
H -0.6473 -4.6771 2.7748 0.20
C 2.8557 -0.9729 1.0939 -0.42
C -4.1149 3.2543 -0.5587 0.97
O -5.2366 2.6813 -0.0549 -0.48
C -0.5452 0.0171 -0.5716 0.21
H 1.7359 3.8772 -1.6112 0.37
C 1.4259 -0.4729 1.0097 -0.18
O 4.3122 2.3471 -1.9752 -0.98
C 2.5471 -0.4376 -2.1791 -0.11
H 1.7093 2.7352 -4.5173 0.20
O -3.1266 3.4624 0.0586 -0.56
H 3.5607 -0.0658 -2.0808 0.21
H -1.0534 -3.8531 5.7059 0.15
H -1.0578 0.6678 1.4317 0.23
```

**Multiplicity**: 1
**Energy**: -2420.2397 Eh
**Net charge**: 0
**M**: 487.79 g mol⁻¹

=====

4.
Below is 3 unconnected molecules or ions with the total composition C4H12NO2 in a non-equilibrium geometry, with properties calculated with the ωB97M-V functional and the def2-TZVPD basis.

Geometry as XYZ:
```
19
Properties=species:S:1:pos:R:3:nbo_charge:R:1
H -0.8623 -0.4239 -3.6873 0.48
H 0.6839 2.7353 0.9535 0.24
O 0.2397 -5.4500 3.5843 -0.97
H -1.9366 -1.0136 -2.8738 0.48
H -1.7249 0.5480 0.3776 0.23
C -1.1044 0.2258 1.2060 0.14
H 1.0625 -5.9037 3.8521 0.49
N 0.0254 0.7679 1.3813 -0.39
C 0.5313 1.7817 0.4663 -0.13
C 0.6286 1.5332 -0.8304 -0.09
C 0.9613 2.5122 -1.8905 -0.68
H 0.2314 3.3194 -1.9350 0.25
H 0.9592 2.0546 -2.8830 0.24
O -1.0505 -0.7075 -2.7997 -0.95
H -1.5147 -0.5693 1.8192 0.24
H 1.9855 2.8952 -1.8720 0.26
H 0.5421 0.5189 -1.2092 0.24
H -0.3875 -5.2627 4.3139 0.48
H 0.7301 0.4385 2.0267 0.45
```

**Multiplicity**: 1
**Energy above the lowest of the compared OMol25 structures with the same formula, charge and spin**: 266.1 kJ/mol
**Net charge**: +1
**M**: 106.14 g mol⁻¹

=====

5.
Below is 2 unconnected molecules or ions with the total composition C4H14NOS in a non-equilibrium geometry, with properties calculated with the ωB97M-V functional and the def2-TZVPD basis.

Geometry as XYZ:
```
21
Properties=species:S:1:pos:R:3:nbo_charge:R:1
O 1.4193 3.2546 -1.6474 -0.95
N 0.6031 1.1668 0.1320 -0.75
H -0.4318 -1.9386 -0.9242 0.25
H 0.6362 2.0838 -0.4432 0.48
H 1.2921 -1.8520 -0.9202 0.24
H 2.3384 3.0087 -1.9118 0.49
H 0.4553 -2.2570 1.5685 0.27
H 1.4094 -0.8352 1.1776 0.21
H 0.9635 3.2032 -2.5142 0.50
H -2.9053 -0.9659 0.5762 0.22
H -0.0649 1.0992 0.9567 0.44
C 0.3823 -1.2959 -0.5673 -0.44
C -2.4161 -1.2881 1.5085 -0.76
C 0.3608 0.1779 -0.9645 -0.25
H -2.4180 -2.3875 1.4919 0.25
H 1.5837 1.0184 0.3904 0.42
S -0.8690 -0.4363 1.9174 0.19
C 0.4553 -1.3169 0.9844 -0.53
H -3.1360 -1.1289 2.2359 0.25
H -0.7124 0.3379 -1.2508 0.23
H 1.0543 0.3518 -1.7957 0.23
```

**Multiplicity**: 1
**Energy above the lowest of the compared OMol25 structures with the same formula, charge and spin**: 133.8 kJ/mol
**Net charge**: +1
**M**: 124.23 g mol⁻¹

=====

6.
Below is a single C5H6O2 molecule, with properties calculated with the ωB97M-V functional and the def2-TZVPD basis.

Geometry as XYZ:
```
13
Properties=species:S:1:pos:R:3:nbo_charge:R:1
H 1.1355 -1.3891 1.0268 0.13
O 1.1573 -1.7122 -0.9711 -0.54
C -0.3171 -0.0722 -0.0417 -0.45
C 0.4779 1.0980 -0.7026 -0.03
C -1.0125 0.0333 1.2450 -0.03
H 1.5001 1.1403 -0.2921 0.17
H -1.0721 -0.3290 -0.7925 0.27
H 0.0108 2.0699 -0.5370 0.20
C 0.7189 -1.1789 0.0224 0.47
H -2.2677 -0.3358 3.1068 0.24
C -1.6667 -0.1525 2.2409 -0.21
O 0.5079 0.8686 -2.0878 -0.71
H 0.8278 -0.0403 -2.2171 0.48
```

**Multiplicity**: 1
**Energy above the lowest of the compared OMol25 structures with the same formula, charge and spin**: 253.9 kJ/mol
**Net charge**: 0
**M**: 98.10 g mol⁻¹